The following is a quantum chemistry calculation of C10H20N2O4 in the gas phase at a distorted geometry, from the Open Molecules 2025 dataset.

Values from the calculation:
SMILES	CC(C)C[C@H](N)C(=O)N[C@H](C(=O)O)[C@@H](C)O
LUMO	0.635	eV
Kohn-Sham gap	10.44	eV
net charge	0
energy above the lowest of the compared OMol25 structures with the same formula, charge and spin	374.5	kJ/mol
2S+1	1
total energy	-21862.544	eV

The geometry in XYZ format:
```
36
C10H20N2O4 | the Open Molecules 2025 dataset | ωB97M-V/def2-TZVPD
C -4.78355 -1.04932 -0.40927
C -3.78122 0.10308 -0.45043
C -4.63722 1.39917 -0.13036
C -2.75429 -0.34199 0.52460
C -1.36725 -1.05546 0.16011
N -0.65030 -1.63829 1.30161
C -0.41238 -0.07342 -0.47945
O -0.79295 0.88272 -1.16121
N 0.81323 -0.35950 -0.24248
C 2.06693 0.28101 -0.64079
C 3.17905 -0.79415 -0.56644
O 3.05856 -1.61496 0.35864
O 4.37402 -0.70548 -1.28779
C 2.49055 1.37164 0.26343
C 1.41584 2.50607 0.45765
O 2.73951 0.77490 1.52313
H -5.03533 -1.08526 0.70713
H -5.75051 -0.96038 -0.94538
H -4.29807 -2.03157 -0.33610
H -3.14842 0.22063 -1.32481
H -3.88512 2.18034 -0.00051
H -5.30731 1.51814 -0.93327
H -4.94320 1.38557 0.90640
H -2.45525 0.69646 0.94727
H -3.17353 -0.97194 1.37498
H -1.39896 -1.89736 -0.54705
H -1.20517 -2.19846 1.91618
H -0.35643 -0.86947 1.86277
H 0.93756 -1.05406 0.28463
H 1.94535 0.80322 -1.59091
H 4.69355 -1.59526 -0.95805
H 3.44954 1.87460 -0.06492
H 0.42576 2.08303 0.50064
H 1.53943 3.17645 1.36607
H 1.42880 3.10924 -0.42271
H 1.86501 0.82345 2.00724
```

Here are the natural (NBO) charges for atoms 1 to 6, given in e: -0.614 -0.252 -0.609 -0.395 -0.136 -0.829



The following is a quantum chemistry calculation of C10H20N2OP as an isolated structure at a distorted geometry, from the Open Molecules 2025 dataset.

Values from the calculation:
LUMO	-3.667	eV
Kohn-Sham gap	9.05	eV
net charge	+1
energy above the lowest of the compared OMol25 structures with the same formula, charge and spin	234.7	kJ/mol
2S+1	1
total energy	-24998.859	eV

The geometry in XYZ format:
```
34
C10H20N2OP | the Open Molecules 2025 dataset | ωB97M-V/def2-TZVPD
C -0.28538 0.37159 -0.82343
C 1.03500 -1.63729 -0.07955
C -0.23683 -3.10938 -0.07793
C 2.36761 -1.84779 0.60479
C -2.72578 -3.51479 0.18135
C -1.58277 -2.59156 -0.20792
C 1.26732 3.07117 0.79733
C 1.35184 1.46232 0.70473
C 0.20765 3.68258 -0.09881
C 1.10282 0.90731 -0.59605
N 0.80737 -0.50236 -0.53310
N -1.12419 3.20841 0.38319
O -1.14575 0.54776 0.18024
P 0.60479 -4.54824 -0.30938
H -0.80923 0.38874 -1.76278
H 2.52729 -0.88901 1.24369
H 3.15963 -1.67931 -0.04399
H 2.47877 -2.60978 1.32547
H -3.62744 -2.76317 0.26511
H -2.46630 -3.80666 1.28839
H -2.77532 -4.39203 -0.56096
H -1.64267 -1.63086 0.50891
H -1.78769 -2.14273 -1.27032
H 0.96825 3.35347 1.87202
H 2.15758 3.67520 0.59922
H 0.61816 1.07803 1.33176
H 2.35512 1.21357 1.11203
H 0.26299 3.30602 -1.13287
H 0.36794 4.81255 -0.34139
H 1.60933 1.45822 -1.39204
H -1.84541 3.46178 -0.28594
H -1.21155 3.62856 1.29867
H -1.20034 1.59710 0.38648
H -0.50760 -5.43199 -0.39602
```

Here are the natural (NBO) charges for atoms 1 to 6, given in e: 0.260 0.521 -0.328 -0.715 -0.612 -0.556



The following is a quantum chemistry calculation of C10H20N2PPtS as an isolated structure at a distorted geometry, from the Open Molecules 2025 dataset.

Values from the calculation:
<S²>	6.012
LUMO (alpha / beta)	-2.352 / -6.494	eV
Kohn-Sham gap (alpha / beta)	5.61 / 5.50	eV
net charge	+1
2S+1	5
total energy	-37032.994	eV

The geometry in XYZ format:
```
35
C10H20N2PPtS | the Open Molecules 2025 dataset | ωB97M-V/def2-TZVPD
C 1.62646 -0.43925 -3.79071
C 0.42819 -0.04987 -4.57859
C -0.57820 -1.02297 -4.44110
C -0.05544 -2.07558 -3.64548
C 1.31054 -1.70456 -3.19192
Pt -0.13541 -0.23585 -2.44488
P -0.10374 2.18686 -1.91825
H 2.50775 0.21435 -3.69907
H 0.25512 0.77083 -5.25944
H -1.59053 -1.10457 -4.85307
H 1.90903 -2.37783 -2.58694
H -0.61647 -3.03020 -3.60694
H -1.34392 2.56631 -1.40314
H -0.28957 2.87686 -3.18564
H 0.73262 3.06627 -1.26546
C 2.31287 0.22518 2.80007
C 1.23789 0.77731 1.90159
N 0.64012 -0.27065 1.05498
C -0.68650 -0.51553 0.88590
S -1.32482 -1.07968 -0.63025
N -1.56923 -0.26626 1.87192
C -1.29276 -0.46325 3.32528
C -2.36834 0.28954 4.08965
H 1.95971 -0.64369 3.35044
H 2.63360 0.98263 3.52313
H 3.17330 -0.08897 2.21335
H 0.44338 1.24661 2.45019
H 1.63467 1.52685 1.20247
H 1.18597 -0.53315 0.26728
H -2.51454 -0.61215 1.59337
H -1.33140 -1.53778 3.59337
H -0.27220 -0.12762 3.56937
H -3.34950 0.06868 3.64997
H -2.36156 0.01247 5.15559
H -2.20708 1.36865 4.00296
```

Here are the Mulliken charges for atoms 1 to 6, given in e: -0.520 -0.296 -0.518 -0.169 -0.646 0.618



Which formula does entry 3 have?
C10H20N2PPtS